[1]
{
  "formula": "C21H27BrNO2",
  "method": "the ωB97M-V functional and the def2-TZVPD basis",
  "e_lumo_ha": -0.082,
  "charge": 1,
  "symbols": ["O", "C", "C", "O", "C", "C", "C", "C", "Br", "C", "C", "C", "N", "C", "C", "C", "C", "C", "C", "C", "C", "C", "C", "C", "C", "H", "H", "H", "H", "H", "H", "H", "H", "H", "H", "H", "H", "H", "H", "H", "H", "H", "H", "H", "H", "H", "H", "H", "H", "H", "H", "H"],
  "positions_angstrom": [[-0.7774, 3.7085, 0.2713], [-1.8633, 2.8125, 0.2922], [-2.1541, 2.2913, -1.1485], [-2.4179, 0.9064, -1.2146], [-3.6785, 0.4237, -0.9068], [-4.7367, 1.1967, -0.4533], [-5.9507, 0.5959, -0.1636], [-6.1016, -0.7719, -0.3169], [-7.7661, -1.5915, 0.1020], [-5.0445, -1.5507, -0.7680], [-3.8368, -0.9521, -1.0598], [-1.5230, 1.6752, 1.2740], [-0.5682, 0.6867, 0.7274], [-0.5622, -0.5813, 1.4938], [0.2787, -1.6219, 0.7647], [1.7140, -1.1300, 0.5663], [2.5486, -2.1544, -0.2152], [3.9900, -1.7278, -0.3022], [4.8232, -1.8638, 0.8013], [6.1425, -1.4529, 0.7425], [6.6454, -0.8992, -0.4230], [5.8239, -0.7626, -1.5284], [4.5032, -1.1728, -1.4665], [1.6750, 0.2168, -0.1580], [0.8132, 1.2123, 0.6021], [-1.0444, 4.5668, -0.0744], [-2.7523, 3.3106, 0.7023], [-1.2484, 2.4346, -1.7484], [-2.9590, 2.8672, -1.6139], [-4.6453, 2.2636, -0.3280], [-6.7771, 1.1961, 0.1819], [-5.1690, -2.6142, -0.8931], [-3.0100, -1.5387, -1.4281], [-2.4462, 1.1544, 1.5370], [-1.0959, 2.1213, 2.1747], [-0.9204, 0.4587, -0.2219], [-1.5901, -0.9346, 1.6016], [-0.1531, -0.3826, 2.4868], [0.2744, -2.5445, 1.3449], [-0.1706, -1.8428, -0.2066], [2.1801, -0.9872, 1.5465], [2.1346, -2.2727, -1.2182], [2.4858, -3.1187, 0.2925], [4.4393, -2.3074, 1.7092], [6.7808, -1.5700, 1.6050], [7.6756, -0.5822, -0.4713], [6.2121, -0.3394, -2.4425], [3.8699, -1.0720, -2.3368], [2.6854, 0.6149, -0.2484], [1.2830, 0.0799, -1.1688], [0.7775, 2.1772, 0.0964], [1.2065, 1.3686, 1.6089]],
  "atomic_forces_ev_per_a": [[0.2, 0.3, 0.0], [-0.2, -0.5, 0.0], [0.1, 0.4, 0.1], [-0.2, -0.3, -0.1], [-0.1, -0.3, 0.1], [0.4, 0.1, -0.1], [-0.2, -0.3, 0.0], [-0.3, 0.0, 0.1], [0.3, 0.2, -0.1], [-0.2, 0.1, 0.1], [0.1, 0.3, 0.0], [-0.5, 0.7, 0.0], [-0.1, 0.0, -0.3], [-0.1, -0.9, 0.2], [0.3, 0.2, 0.2], [-0.2, -0.2, -0.5], [0.1, 0.2, 0.3], [-0.1, -0.1, -0.1], [0.0, 0.0, 0.0], [0.0, 0.0, 0.1], [0.1, 0.0, 0.0], [0.1, 0.1, 0.0], [0.0, 0.0, 0.0], [0.0, -0.1, 0.5], [0.8, 0.3, -0.4], [0.0, 0.0, 0.0], [0.1, -0.1, 0.0], [-0.1, 0.0, 0.1], [0.1, -0.1, 0.0], [0.0, 0.1, 0.0], [-0.1, 0.0, 0.0], [0.0, -0.1, 0.0], [0.1, -0.1, -0.1], [0.1, -0.1, 0.0], [0.0, -0.1, 0.0], [0.0, 0.0, 0.3], [0.0, 0.2, 0.0], [-0.1, 0.1, 0.0], [-0.1, 0.0, 0.0], [-0.1, -0.1, -0.1], [0.0, 0.0, 0.1], [-0.1, -0.1, 0.0], [-0.1, -0.1, 0.0], [0.0, -0.1, 0.1], [0.1, 0.0, 0.1], [0.1, 0.0, 0.0], [0.0, 0.0, -0.1], [-0.1, 0.0, -0.1], [0.0, 0.1, -0.1], [0.0, 0.0, -0.1], [-0.1, -0.1, 0.1], [-0.2, 0.0, 0.0]]
}

[2]
{
  "formula": "C21H27Cl3GeN4NaO4Si2",
  "method": "the ωB97M-V functional and the def2-TZVPD basis",
  "spin_multiplicity": 2,
  "e_lumo_ha": [0.143, 0.143],
  "s_squared": 0.77,
  "charge": -2,
  "symbols": ["Na", "C", "C", "N", "C", "C", "N", "C", "O", "O", "C", "O", "O", "H", "H", "H", "H", "H", "C", "Si", "C", "C", "C", "C", "C", "C", "C", "Si", "C", "C", "H", "H", "H", "H", "H", "H", "H", "H", "H", "H", "H", "H", "H", "H", "H", "H", "N", "C", "C", "C", "N", "C", "C", "H", "H", "H", "H", "H", "H", "Cl", "Ge", "Cl", "Cl"],
  "positions_angstrom": [[-0.5489, -0.9086, 0.4705], [-2.7049, -0.6150, 4.0593], [-1.6882, 0.3591, 3.5734], [-0.6727, 0.0763, 2.8030], [-0.0024, 1.2896, 2.5817], [-0.6881, 2.3339, 3.2605], [-1.7412, 1.6751, 3.8930], [-0.6254, 3.7510, 3.3313], [0.3769, 4.3890, 2.7042], [-1.5018, 4.4128, 3.9233], [1.0943, 1.4200, 1.7135], [1.5953, 2.5195, 1.3607], [1.6053, 0.2483, 1.2225], [-3.2056, -1.0891, 3.2159], [-3.4496, -0.1192, 4.6826], [-2.2266, -1.4039, 4.6403], [-2.4458, 2.1605, 4.4192], [0.9127, 3.7216, 2.1821], [2.6791, 0.7816, -1.4133], [3.0403, 0.1890, 0.3193], [4.3225, 1.3128, 1.1094], [3.8017, -1.5423, 0.2754], [5.1369, -1.6453, 0.6977], [5.8698, -2.8122, 0.5462], [5.2741, -3.9114, -0.0538], [3.9542, -3.8266, -0.4668], [3.1822, -2.6705, -0.3109], [1.2972, -2.7213, -0.8176], [0.8217, -4.4076, 0.0008], [1.4704, -3.2983, -2.6560], [3.5850, 0.7402, -2.0246], [2.3126, 1.8103, -1.3956], [1.9236, 0.1391, -1.8698], [5.2247, 1.3575, 0.4927], [4.6067, 0.9550, 2.1020], [3.9114, 2.3146, 1.2089], [5.6276, -0.7962, 1.1571], [6.8977, -2.8590, 0.8898], [5.8333, -4.8317, -0.1913], [3.4993, -4.7006, -0.9230], [1.4482, -5.2492, -0.3207], [-0.2166, -4.6530, -0.2414], [0.8855, -4.3368, 1.0909], [2.0614, -4.2164, -2.7679], [1.9379, -2.5212, -3.2696], [0.4767, -3.4880, -3.0737], [-3.6293, 4.1228, 1.8351], [-3.1263, 3.0866, 1.0607], [-1.8768, 3.1931, 0.4441], [-1.3744, 2.1002, -0.2317], [-2.0199, 0.9367, -0.3721], [-3.2474, 0.8708, 0.1504], [-3.8364, 1.9012, 0.8576], [-2.9327, 4.5436, 2.4497], [-4.4347, 3.8402, 2.3737], [-1.2792, 4.0876, 0.5634], [-0.3797, 2.1551, -0.6619], [-3.7768, -0.0654, 0.0293], [-4.8197, 1.7578, 1.2911], [-6.2586, -1.6524, 0.1951], [-4.8146, -3.4028, -0.2624], [-5.6229, -4.8428, 1.3468], [-3.0543, -2.5695, 0.9954]],
  "atomic_forces_ev_per_a": [[-0.1, 0.0, 0.1], [0.0, 0.0, 0.0], [0.0, 0.0, -0.1], [0.0, 0.0, 0.0], [0.0, 0.0, -0.1], [0.0, 0.0, 0.1], [0.0, 0.0, 0.0], [-0.1, 0.0, -0.1], [0.0, 0.0, 0.1], [0.1, 0.0, 0.0], [-0.1, 0.0, 0.1], [0.0, 0.0, 0.0], [0.2, 0.0, 0.0], [0.0, 0.0, 0.0], [0.0, 0.0, 0.0], [0.0, 0.0, 0.0], [0.0, 0.0, 0.0], [0.0, 0.0, 0.0], [0.0, 0.0, 0.0], [0.0, 0.0, 0.0], [0.0, 0.0, 0.0], [0.0, 0.0, -0.1], [0.0, 0.0, 0.0], [0.0, 0.0, 0.0], [0.0, 0.0, 0.0], [0.0, 0.0, 0.0], [0.0, 0.1, 0.1], [0.0, -0.1, -0.1], [0.0, 0.0, 0.0], [0.0, 0.1, 0.0], [0.0, 0.0, 0.0], [0.0, 0.0, 0.0], [0.0, 0.0, 0.0], [0.0, 0.0, 0.0], [0.0, 0.0, 0.0], [0.0, 0.0, 0.0], [0.0, 0.0, 0.0], [0.0, 0.0, 0.0], [0.0, 0.0, 0.0], [0.0, 0.0, 0.0], [0.0, 0.0, 0.0], [0.0, 0.0, 0.0], [0.0, 0.0, 0.0], [0.0, 0.0, 0.0], [0.0, 0.0, 0.0], [0.0, 0.0, 0.0], [-0.1, 0.0, 0.0], [0.0, 0.0, 0.0], [-0.1, 0.0, 0.1], [0.0, 0.1, 0.0], [0.1, 0.0, 0.0], [0.0, 0.0, 0.0], [0.0, 0.1, 0.0], [0.0, 0.0, -0.1], [0.0, 0.0, 0.0], [0.0, 0.0, 0.0], [0.0, 0.0, 0.0], [0.0, 0.0, 0.0], [0.0, 0.0, 0.0], [0.0, 0.0, 0.0], [0.0, 0.0, 0.1], [0.0, 0.0, 0.0], [0.0, -0.1, 0.0]]
}

[3]
{
  "formula": "C21H27F4N2O2STeV",
  "method": "the ωB97M-V functional and the def2-TZVPD basis",
  "spin_multiplicity": 4,
  "e_lumo_ha": [0.086, 0.086],
  "s_squared": 3.76,
  "charge": -1,
  "symbols": ["V", "C", "N", "C", "C", "C", "N", "C", "C", "F", "C", "F", "C", "C", "F", "C", "F", "H", "H", "H", "H", "H", "H", "H", "H", "H", "H", "H", "Te", "C", "C", "C", "C", "C", "C", "H", "H", "H", "H", "H", "O", "S", "C", "C", "C", "C", "H", "H", "H", "H", "H", "H", "H", "H", "C", "O", "H", "H", "H"],
  "positions_angstrom": [[0.3940, 0.8502, -0.1300], [1.0139, 1.9981, -2.8354], [-0.1197, 1.5839, -1.9929], [-0.9505, 0.7034, -2.8615], [-0.9754, 2.7115, -1.5613], [-2.0463, 2.2778, -0.5109], [-1.4574, 1.2819, 0.3625], [-1.9528, 0.9422, 1.5984], [-1.1672, 0.2273, 2.5211], [0.1440, -0.0212, 2.1000], [-1.6220, -0.1704, 3.7679], [-0.7974, -0.8805, 4.6040], [-2.9328, 0.1639, 4.1706], [-3.7253, 0.8847, 3.2788], [-4.9977, 1.2207, 3.6305], [-3.2614, 1.2758, 2.0236], [-4.0313, 2.0288, 1.1943], [0.6511, 2.5482, -3.7100], [1.7007, 2.6076, -2.2590], [1.5131, 1.0861, -3.1486], [-1.3235, 1.3060, -3.7009], [-0.3376, -0.1132, -3.2386], [-1.7938, 0.3031, -2.2981], [-0.3335, 3.4879, -1.1456], [-1.4648, 3.1500, -2.4446], [-2.3911, 3.1725, 0.0194], [-2.9151, 1.8274, -1.0228], [-3.3536, -0.1532, 5.1244], [0.2189, -1.9620, -0.7057], [-1.5389, -3.1910, -1.1737], [-2.7467, -2.6648, -1.6411], [-3.8127, -3.5216, -1.8849], [-3.6406, -4.8709, -1.6794], [-2.4771, -5.4165, -1.1987], [-1.3981, -4.5727, -0.9835], [-2.8141, -1.5901, -1.7817], [-4.7366, -3.1137, -2.2700], [-4.4777, -5.5205, -1.9165], [-2.3890, -6.4858, -1.0081], [-0.4278, -4.9253, -0.6731], [2.3145, 0.3699, -0.9081], [2.8015, -0.6455, 0.1521], [4.4893, -1.1889, -0.2139], [5.2130, -0.8852, 1.0883], [4.6105, 0.3729, 1.7607], [3.1180, 0.2109, 1.7341], [4.8613, -0.5985, -1.0472], [4.4533, -2.2440, -0.4669], [6.2873, -0.7558, 0.9220], [5.1261, -1.7276, 1.7804], [4.9064, 1.2676, 1.2052], [5.0166, 0.5140, 2.7647], [2.5553, 1.1404, 1.7131], [2.7265, -0.4338, 2.5310], [2.1005, 3.2421, 0.4591], [1.0791, 2.3661, 0.6975], [2.6552, 3.4358, 1.4027], [1.6748, 4.2091, 0.1245], [2.7846, 2.8850, -0.3182]],
  "atomic_forces_ev_per_a": [[0.3, -2.7, -0.4], [-0.4, 0.1, 0.4], [-0.9, 0.0, -1.5], [0.1, 0.2, 0.3], [-0.2, 0.3, 0.2], [0.1, -0.4, -0.3], [-1.1, -0.2, 2.2], [-0.4, 1.3, -2.3], [0.9, -0.4, 0.1], [-1.0, 0.1, 0.9], [-0.2, 0.2, -0.2], [-0.7, 0.6, -0.6], [0.3, -0.3, 0.1], [0.3, 0.3, -0.7], [0.5, -0.1, 0.0], [0.1, -0.3, 1.1], [-0.2, -0.4, 0.5], [0.0, 0.1, -0.1], [0.1, 0.1, 0.0], [0.2, 0.1, -0.1], [-0.1, 0.0, -0.1], [-0.1, -0.1, 0.2], [0.2, 0.0, 0.0], [0.1, -0.1, 0.2], [-0.1, 0.0, 0.0], [0.1, 0.0, -0.2], [0.1, 0.4, -0.1], [0.3, 0.0, -0.3], [-1.1, -1.5, -0.3], [0.8, 0.7, 0.1], [0.4, -0.2, 0.4], [0.6, 0.8, -0.2], [-1.6, -0.7, -0.3], [0.9, -0.1, 0.1], [-0.2, 0.6, 0.0], [-0.2, -0.1, 0.0], [-0.2, -0.1, 0.0], [0.0, -0.1, 0.1], [-0.1, 0.2, -0.1], [0.0, -0.3, 0.2], [1.8, -0.4, 0.8], [-1.7, -0.1, -0.7], [-0.1, 1.0, 0.6], [0.9, 0.1, 0.7], [0.9, -0.1, -0.2], [0.4, -0.1, -0.3], [0.0, 0.1, -0.1], [-0.1, 0.0, -0.1], [-0.1, 0.0, 0.0], [-0.1, 0.0, 0.0], [-0.1, -0.1, -0.1], [-0.1, -0.2, 0.1], [-0.2, 0.0, -0.1], [0.1, 0.0, -0.3], [-0.6, 0.3, 0.3], [0.5, 1.4, 1.2], [0.2, 0.1, -0.4], [0.4, 0.2, 0.0], [0.4, 0.0, -0.1]]
}

[4]
{
  "formula": "C21H27FN4O",
  "method": "the ωB97M-V functional and the def2-TZVPD basis",
  "e_lumo_ha": 0.027,
  "charge": 0,
  "symbols": ["C", "N", "C", "C", "C", "N", "C", "C", "C", "C", "O", "N", "C", "C", "C", "C", "C", "C", "C", "C", "C", "C", "C", "C", "C", "F", "N", "H", "H", "H", "H", "H", "H", "H", "H", "H", "H", "H", "H", "H", "H", "H", "H", "H", "H", "H", "H", "H", "H", "H", "H", "H", "H", "H"],
  "positions_angstrom": [[0.1858, -4.3668, 4.3025], [-0.2803, -3.4182, 3.3341], [-1.2485, -2.4901, 3.4864], [-1.3755, -1.8256, 2.2862], [-2.2646, -0.6722, 1.9648], [-1.5541, 0.3162, 1.1769], [-2.4589, 1.2795, 0.5724], [-1.6961, 2.4911, 0.0325], [-0.2726, 2.0879, -0.3468], [0.4614, 3.2800, -0.9468], [0.2134, 4.4286, -0.6225], [1.4384, 3.0072, -1.8340], [1.8328, 1.7147, -2.3576], [3.0947, 2.0132, -3.1670], [2.8514, 3.4375, -3.6612], [2.1873, 4.0902, -2.4550], [0.4716, 1.6389, 0.9242], [-0.4994, 0.9822, 1.9127], [-0.4101, -2.4367, 1.4513], [-0.0545, -2.1200, 0.0728], [1.2868, -2.0506, -0.2978], [1.6572, -1.7601, -1.5970], [0.6900, -1.5296, -2.5618], [-0.6494, -1.6029, -2.2232], [-1.0033, -1.9030, -0.9215], [-2.3177, -2.0377, -0.6464], [0.2403, -3.3858, 2.1165], [0.5734, -3.8566, 5.1866], [-0.6211, -5.0373, 4.6053], [0.9818, -4.9463, 3.8397], [-1.7734, -2.3685, 4.4129], [-2.6651, -0.2477, 2.9059], [-3.1155, -1.0196, 1.3708], [-2.9792, 0.7641, -0.2416], [-3.2217, 1.6233, 1.2950], [-1.6394, 3.2845, 0.7784], [-2.2145, 2.8996, -0.8359], [-0.3186, 1.2586, -1.0556], [2.0180, 0.9969, -1.5563], [1.0454, 1.3109, -3.0066], [3.2428, 1.3004, -3.9755], [3.9692, 1.9907, -2.5158], [3.7666, 3.9458, -3.9558], [2.1662, 3.4277, -4.5096], [1.5093, 4.9069, -2.7096], [2.9317, 4.4756, -1.7486], [0.9378, 2.5044, 1.3992], [1.2573, 0.9308, 0.6564], [0.0340, 0.2394, 2.5102], [-0.9105, 1.7361, 2.6075], [2.0334, -2.2377, 0.4585], [2.7034, -1.7170, -1.8622], [0.9763, -1.3076, -3.5789], [-1.4250, -1.4473, -2.9573]],
  "atomic_forces_ev_per_a": [[0.2, -0.3, 0.3], [-0.3, 0.4, -0.1], [0.0, 0.1, -0.3], [0.0, -0.2, 0.2], [-0.1, 0.0, 0.0], [-0.1, 0.0, 0.2], [-0.1, 0.0, -0.1], [0.1, -0.1, -0.1], [-0.1, 0.4, 0.1], [-0.1, -0.5, -0.1], [-0.2, 0.3, 0.2], [0.3, 0.2, -0.2], [-0.1, -0.5, 0.0], [-0.1, 0.0, 0.0], [0.0, 0.0, 0.2], [0.0, 0.4, 0.0], [-0.1, -0.1, 0.1], [0.2, 0.0, 0.0], [-0.4, 0.0, 0.7], [0.0, 0.0, -0.4], [-0.2, 0.0, 0.0], [0.1, 0.0, -0.1], [0.0, 0.0, 0.1], [-0.2, 0.0, 0.1], [0.3, -0.1, -0.1], [0.1, 0.1, 0.1], [0.4, -0.3, -0.5], [0.0, 0.0, -0.1], [0.1, 0.0, 0.0], [-0.1, 0.0, 0.0], [-0.1, 0.0, 0.2], [0.0, 0.0, -0.1], [0.0, 0.1, 0.1], [-0.1, 0.0, 0.0], [0.0, -0.1, 0.0], [0.0, 0.0, -0.1], [0.0, 0.1, 0.1], [0.1, 0.0, 0.0], [-0.1, 0.0, -0.1], [0.1, -0.1, 0.1], [0.0, -0.1, 0.0], [0.0, 0.0, 0.0], [0.0, 0.0, -0.1], [0.0, 0.0, 0.0], [0.1, 0.0, 0.0], [0.0, 0.1, -0.1], [0.0, 0.0, 0.0], [0.1, 0.0, 0.0], [-0.1, 0.1, 0.0], [0.0, -0.1, 0.0], [0.1, 0.0, 0.1], [0.1, 0.0, 0.0], [0.0, 0.0, -0.1], [-0.1, 0.0, 0.0]]
}

Calculated values (kcal per mole) of relative energy (zero: lowest compared OMol25 entry of this formula, charge and spin) for the records, taken in order: 0.0, 0.0, 0.0, 11.1.
Calculated values (eV Å⁻¹) of maximum force for the records, taken in order: 0.99, 0.16, 2.76, 0.78.